DFT (ωB97M-V/def2-TZVPD) results for C40H40BrIrN5O2P as an isolated structure at a distorted geometry.

Calculated values
LUMO (spin up / spin down) ... -8.738 / -8.728 eV
Spin multiplicity ... 2
E ... -4991.35225 a.u.
Frontier orbital gap (spin up / spin down) ... 6.2591 / 6.2793 eV
⟨S²⟩ ... 0.753
Net charge ... +3
Energy above the lowest of the compared OMol25 structures with the same formula, charge and spin ... 97.2 kcal/mol
HOMO energy (spin up / spin down) ... -15.00 / -15.01 eV

CARTESIAN COORDINATES (ANGSTROEM)
Ir: -1.301672 0.102356 -0.097282
O: -0.604056 -0.386370 2.206727
C: 0.612330 -0.353306 2.295109
O: 1.320372 -0.063055 1.115433
C: 1.476152 -0.512987 3.415578
C: 1.102466 -0.830448 4.724573
C: 2.087982 -0.914348 5.689482
C: 3.429175 -0.707177 5.367156
C: 3.820498 -0.406268 4.065942
C: 2.838918 -0.292382 3.098836
P: 2.932461 0.069448 1.338636
C: 3.676254 -1.216459 0.325619
C: 2.992151 -2.428180 0.225222
C: 3.548754 -3.458845 -0.507313
C: 4.778393 -3.284140 -1.126709
C: 5.469517 -2.088681 -0.999911
C: 4.929422 -1.048516 -0.262066
C: 3.194487 1.791282 0.858287
C: 3.442862 2.116817 -0.471199
C: 3.400287 3.445519 -0.861187
C: 3.099716 4.435835 0.064107
C: 2.875157 4.107337 1.393720
C: 2.923024 2.784418 1.797797
H: 0.063359 -1.014390 4.947225
H: 1.814839 -1.152760 6.704608
H: 4.178556 -0.785803 6.139872
H: 4.863239 -0.262823 3.825262
H: 2.037711 -2.552876 0.717532
H: 3.032423 -4.402998 -0.593879
H: 5.205929 -4.087288 -1.705809
H: 6.430265 -1.972984 -1.478243
H: 5.474791 -0.123817 -0.135580
H: 3.693598 1.341058 -1.180355
H: 3.598001 3.704806 -1.890081
H: 3.041640 5.465433 -0.252628
H: 2.668850 4.875824 2.122356
H: 2.772472 2.525403 2.836376
N: -1.896609 2.004783 1.244290
C: -3.293344 2.434834 1.419802
C: -4.000743 2.605382 0.080643
C: -4.395953 1.285367 -0.573814
N: -3.287660 0.647894 -1.302776
H: -1.508645 1.791515 2.161341
H: -1.385353 2.799961 0.869540
H: -3.327664 3.389389 1.956531
H: -3.821234 1.695102 2.022429
H: -3.364039 3.177531 -0.593872
H: -4.908226 3.185194 0.245208
H: -5.223409 1.476063 -1.265725
H: -4.743896 0.595680 0.197225
H: -3.021247 1.251353 -2.082537
H: -3.632502 -0.220842 -1.709659
Br: -6.839446 -3.287881 3.836445
C: -5.426186 -2.881430 2.639120
C: -5.090192 -3.789231 1.626758
C: -4.055783 -3.514028 0.770002
C: -3.292031 -2.327515 0.910740
C: -3.662126 -1.422234 1.932625
C: -4.705842 -1.686418 2.781095
N: -2.224806 -2.012110 0.127892
C: -1.608820 -2.927017 -0.611409
C: -0.507740 -2.629065 -1.430259
C: 0.055434 -3.650169 -2.237118
C: 1.143995 -3.383671 -3.024139
C: 1.695270 -2.098970 -2.976304
C: 1.097991 -1.151372 -2.167395
N: 0.015502 -1.366627 -1.425818
H: -5.646951 -4.708810 1.525417
H: -3.830960 -4.223572 -0.010709
H: -3.056507 -0.538424 2.055830
H: -4.975045 -0.995322 3.563405
H: -1.906377 -3.969488 -0.573397
H: -0.407845 -4.624279 -2.236524
H: 1.570412 -4.140418 -3.664854
H: 2.556449 -1.841595 -3.571962
H: 1.534504 -0.161903 -2.133634
N: -0.206168 1.837583 -1.517791
C: -0.649287 2.129786 -2.843509
C: -0.918253 1.083596 -3.727802
C: -1.290410 1.362000 -5.027455
C: -1.392381 2.678045 -5.462835
C: -1.147958 3.718570 -4.577395
C: -0.789456 3.448639 -3.270600
H: -0.035458 2.707996 -1.018990
H: 0.668614 1.321435 -1.546606
H: -0.837255 0.063973 -3.383847
H: -1.494921 0.554956 -5.712298
H: -1.647776 2.884497 -6.489964
H: -1.218390 4.739172 -4.915743
H: -0.583601 4.263460 -2.592814

Force components x, y, z for each atom (eV/Å):
Ir 0.1 0.1 -3.4
O 2.0 -0.2 0.7
C -2.2 0.3 -1.4
O -0.1 -0.5 0.7
C 1.5 0.0 1.1
C -0.1 0.1 -0.8
C 0.3 0.0 0.0
C -0.2 0.0 0.0
C 0.0 0.1 -0.2
C -0.4 0.0 0.0
P 0.0 0.2 -0.3
C -0.1 0.6 0.4
C 0.0 0.0 0.1
C -0.1 0.0 0.1
C 0.0 0.1 0.0
C 0.1 0.0 -0.1
C 0.0 0.1 0.0
C 0.2 -0.8 0.4
C 0.1 -0.1 -0.1
C -0.1 -0.1 -0.1
C 0.0 -0.1 0.0
C 0.0 -0.1 0.1
C 0.1 -0.1 0.1
H -0.1 0.0 0.1
H 0.0 0.0 0.1
H 0.1 0.0 0.1
H 0.1 0.0 0.0
H -0.1 -0.1 0.0
H -0.1 -0.1 0.0
H 0.1 -0.1 0.0
H 0.1 0.0 0.0
H 0.1 0.1 -0.1
H 0.0 0.0 -0.2
H 0.0 0.0 -0.1
H 0.1 0.1 0.0
H 0.0 0.1 0.0
H -0.1 0.0 0.1
N 0.0 -1.1 -0.1
C -0.6 0.4 -0.2
C 0.1 -0.5 0.2
C -0.3 0.3 0.1
N 0.5 -0.2 -0.1
H 0.1 0.1 -0.1
H 0.1 -0.2 0.0
H 0.1 -0.2 0.1
H 0.1 0.0 0.0
H 0.0 0.2 -0.2
H 0.0 0.1 0.0
H 0.0 -0.1 0.1
H -0.1 -0.1 -0.1
H 0.0 -0.2 0.0
H 0.1 0.2 0.0
Br 0.5 0.2 -0.4
C 0.0 0.0 0.1
C -0.4 0.2 0.5
C 0.7 0.6 -0.1
C -2.2 -0.5 1.6
C 0.5 -0.4 -0.8
C -0.6 -0.6 0.1
N 3.0 0.1 -1.8
C -2.2 1.3 2.2
C 2.1 0.4 -1.6
C -0.8 0.6 0.8
C 0.5 0.7 -0.2
C -0.4 -0.6 0.0
C 0.2 0.3 0.0
N -1.5 -0.4 1.0
H -0.1 0.0 0.0
H -0.1 -0.1 -0.1
H 0.0 0.2 0.0
H 0.0 0.1 0.1
H -0.2 0.1 0.1
H 0.0 -0.1 0.0
H 0.0 -0.1 0.0
H 0.1 0.1 0.0
H 0.0 0.0 0.0
N -0.2 -0.9 1.9
C -0.5 0.0 -1.0
C 0.1 0.2 0.5
C 0.0 0.2 -0.2
C 0.1 -0.1 0.1
C -0.1 -0.2 -0.3
C 0.2 -0.4 0.4
H 0.1 -0.1 0.0
H 0.0 0.3 0.1
H 0.0 -0.1 0.0
H 0.0 -0.1 -0.1
H -0.1 0.1 -0.1
H 0.0 0.1 0.0
H 0.0 0.1 0.1